(1)
{"formula": "C8H17NO3", "method": "wB97M-V/def2-TZVPD", "symbols": ["O", "C", "C", "O", "N", "O", "H", "H", "H", "H", "H", "C", "C", "C", "C", "C", "C", "H", "H", "H", "H", "H", "H", "H", "H", "H", "H", "H", "H"], "positions_angstrom": [[-3.28973, 1.32898, 1.25116], [-4.08637, 0.63146, 0.66913], [-5.05203, -0.35900, 1.33554], [-4.73483, -0.65805, 2.68264], [-4.24620, 0.88074, -0.69097], [-2.94840, 1.00240, -1.28355], [-6.08724, 0.03458, 1.23261], [-5.05161, -1.31125, 0.76051], [-4.11460, 0.02933, 2.95445], [-4.73173, 1.77387, -0.88187], [-2.38267, 1.29235, -0.53541], [4.41179, -1.84294, -0.09738], [3.02256, -1.36670, 0.26362], [2.33366, -0.45264, -0.73009], [2.82744, 0.98845, -0.85325], [1.36988, 1.43724, -0.99850], [0.96233, 0.13825, -0.33478], [4.41876, -2.39293, -1.03662], [5.10056, -0.99081, -0.18246], [4.80775, -2.51381, 0.68774], [3.08112, -0.82773, 1.23101], [2.32567, -2.24858, 0.38809], [2.28143, -0.89781, -1.73305], [3.20808, 1.32343, 0.11137], [3.52762, 1.22662, -1.64857], [1.05244, 2.37939, -0.51895], [1.07189, 1.48319, -2.05478], [0.05080, -0.34956, -0.74557], [0.87164, 0.26155, 0.75791]], "atomic_forces_ev_per_a": [[0.51, -1.10, 1.31], [-0.93, 1.22, 1.21], [0.14, -0.64, -0.39], [0.00, 0.58, -0.70], [-0.48, -0.46, -2.36], [-0.02, 0.15, 0.56], [0.49, 0.07, 0.02], [0.15, 0.63, 0.18], [0.11, 0.04, 0.25], [0.23, -0.66, 0.42], [-0.17, 0.17, -0.52], [0.42, -0.06, 0.25], [-1.12, -0.64, 0.42], [0.20, -0.14, 0.09], [0.30, 0.43, -0.03], [-0.20, 1.15, -0.40], [-1.09, -0.84, -0.04], [0.03, -0.01, -0.11], [-0.10, -0.21, -0.06], [-0.14, 0.30, -0.36], [-0.21, -0.33, -0.31], [0.77, 0.71, 0.17], [-0.05, -0.09, 0.20], [0.25, 0.06, 0.02], [0.13, 0.11, 0.00], [0.21, -0.34, -0.18], [0.01, -0.10, 0.24], [0.51, 0.16, 0.46], [0.03, -0.17, -0.36]], "mulliken_charge": [-0.6129, 0.5629, -0.3368, -0.4904, -0.2337, -0.3885, 0.2452, 0.2846, 0.3287, 0.2921, 0.3498, -1.2304, -0.5332, 0.2555, -0.8086, -0.5559, -0.6772, 0.3262, 0.2961, 0.3582, 0.2899, 0.2654, 0.2947, 0.2699, 0.3337, 0.3338, 0.2346, 0.3040, 0.2422], "e_above_lowest_kj_mol": 234.49, "total_energy_ha": -595.384618, "smiles": "O=C(CO)NO.CCC1CCC1", "homo_lumo_gap_ev": 10.382, "spin_multiplicity": 1}

=====

(2)
{"formula": "C8H17NO4S", "method": "wB97M-V/def2-TZVPD", "symbols": ["C", "C", "C", "C", "C", "C", "C", "C", "N", "O", "O", "O", "O", "S", "H", "H", "H", "H", "H", "H", "H", "H", "H", "H", "H", "H", "H", "H", "H", "H", "H"], "positions_angstrom": [[2.93594, 2.18953, -0.23418], [2.39986, 1.42712, 0.72465], [-0.41979, -2.07716, 1.62933], [-2.01788, -0.23835, 2.22629], [1.34427, 0.45280, 0.45074], [0.31440, 0.41837, 1.63511], [-0.79383, -0.61193, 1.29946], [-1.11704, -0.40001, -0.16453], [-1.81903, 0.77281, -0.44080], [1.29618, -0.62713, -4.12724], [-0.90867, -1.46049, -3.90264], [-0.30280, 0.70936, -2.72926], [-0.99249, -1.22726, -1.06907], [0.19183, -0.65630, -2.91715], [3.78280, 2.81619, 0.06278], [2.58219, 2.20634, -1.18104], [2.67777, 1.37300, 1.77013], [-0.51992, -2.23755, 2.71245], [-1.18286, -2.75843, 1.22330], [0.46844, -2.28071, 1.10993], [-3.03968, -0.63624, 1.82562], [-1.73826, -0.37334, 3.21368], [-2.23512, 0.77375, 2.08077], [0.75772, 0.89730, -0.33997], [1.88294, -0.48770, 0.43161], [0.80470, 0.25957, 2.60469], [0.08103, 1.51725, 1.71860], [-1.70560, 1.47256, 0.29847], [-1.81430, 0.97468, -1.40890], [0.92799, -0.54950, -5.02444], [-1.84078, -1.63854, -3.47839]], "atomic_forces_ev_per_a": [[1.52, 0.09, 4.51], [0.49, 0.57, -0.57], [-2.04, 0.89, -0.16], [-1.57, -0.84, -4.08], [-0.83, 0.48, 2.11], [1.47, 0.69, -0.65], [-0.91, 0.51, 1.73], [-2.73, 0.40, -0.81], [1.19, -1.38, 2.41], [-0.24, 0.03, -0.03], [-1.97, -0.15, 1.19], [0.32, -0.54, -0.71], [-0.21, -0.42, 1.73], [0.26, 0.25, -1.39], [-0.32, 0.01, -0.46], [-0.99, -0.05, -2.90], [0.84, 0.57, 0.00], [0.98, 0.10, -0.31], [0.13, 0.35, -0.19], [1.59, -0.80, 0.03], [1.91, -0.31, 1.25], [0.03, -0.72, 1.97], [0.00, 1.92, 0.15], [0.25, -1.07, -1.15], [-0.56, -0.61, -1.07], [-0.06, -0.60, -0.17], [-0.98, -1.04, -0.10], [-0.29, 0.00, -1.09], [0.05, 0.82, -0.89], [-0.19, 0.12, 0.30], [2.87, 0.75, -0.65]], "mulliken_charge": [-0.9254, -0.4166, -1.6733, -1.7938, 0.2037, -1.5193, 1.7584, -0.1448, -0.1500, -0.4919, -0.5316, -0.6128, -0.7329, 0.8867, 0.2435, 0.3897, 0.3183, 0.3503, 0.3777, 0.4184, 0.3091, 0.5480, 0.4432, 0.2301, 0.2798, 0.6518, 0.3625, 0.2303, 0.3216, 0.3212, 0.3478], "e_above_lowest_kj_mol": 64.55, "total_energy_ha": -1068.853000, "homo_lumo_gap_ev": 10.242, "spin_multiplicity": 1}

=====

(3)
{"formula": "C8H17P", "method": "wB97M-V/def2-TZVPD", "symbols": ["C", "C", "C", "C", "C", "C", "C", "C", "P", "H", "H", "H", "H", "H", "H", "H", "H", "H", "H", "H", "H", "H", "H", "H", "H", "H"], "positions_angstrom": [[2.10411, 0.63412, 1.49146], [2.32091, 0.07346, 0.25663], [1.42302, -0.89404, -0.19314], [3.01031, 0.96096, -0.81918], [1.48699, -2.24873, 0.40296], [-1.91744, -0.74132, -1.31850], [-3.28370, -0.09119, 1.00839], [-1.11561, 1.62630, -0.30393], [-1.52509, -0.06161, 0.34886], [2.49893, 1.50223, 1.76148], [1.46286, 0.22427, 2.11332], [3.39376, 0.26083, -1.48124], [2.32234, 1.64055, -1.36551], [3.68384, 1.70160, -0.45431], [1.07610, -2.00745, 1.46491], [0.74992, -2.88450, -0.13879], [2.49278, -2.45364, 0.28007], [-1.03933, -0.89343, -1.76347], [-2.47058, -1.76445, -1.35863], [-2.68045, -0.16343, -1.77405], [-3.62840, -1.11169, 0.92530], [-3.27218, 0.21599, 2.02568], [-3.93325, 0.59092, 0.36337], [-1.94314, 2.26278, -0.15679], [-0.27565, 1.98024, 0.08691], [-0.94105, 1.64121, -1.40178]], "atomic_forces_ev_per_a": [[1.55, -2.04, -3.92], [-1.57, 4.17, -0.70], [1.55, -1.01, 0.05], [-1.85, 0.41, 0.99], [-4.63, 1.65, 0.39], [-4.14, -2.49, 2.52], [0.21, 1.60, -2.02], [-2.83, -1.97, -2.43], [-0.14, -0.96, -0.18], [2.10, 3.51, 1.10], [-3.02, -2.08, 3.00], [1.33, -0.71, -1.64], [-0.30, -0.90, 0.21], [1.14, -0.07, 0.65], [1.01, -1.24, -1.27], [0.83, -0.17, 0.68], [1.85, -1.49, 0.39], [3.31, -0.12, -2.50], [1.18, 1.27, 0.74], [-0.10, 1.21, -0.96], [-0.07, -0.25, 0.00], [-0.27, 0.33, 0.85], [0.56, -0.88, 0.99], [-0.91, 1.07, 0.40], [3.45, 1.62, 2.12], [-0.22, -0.46, 0.54]], "lowdin_spin": [0.3204, 0.1247, 1.1539, 0.0260, 0.1722, 0.0063, 0.0135, 0.0050, 0.0370, 0.0297, 0.0245, 0.0046, -0.0040, 0.0026, 0.0420, 0.0113, 0.0177, 0.0075, 0.0004, -0.0003, 0.0003, 0.0002, 0.0018, -0.0003, 0.0015, 0.0013], "total_energy_ha": -656.119581, "homo_lumo_gap_ev": [7.914, 7.756], "spin_multiplicity": 3}

=====

(4)
{"formula": "C8H17P2Ti", "method": "wB97M-V/def2-TZVPD", "symbols": ["C", "C", "C", "C", "C", "Ti", "P", "H", "H", "H", "H", "H", "H", "H", "H", "C", "P", "C", "C", "H", "H", "H", "H", "H", "H", "H", "H", "H"], "positions_angstrom": [[0.76181, 0.76382, -2.63996], [-0.48954, 0.07875, -2.48842], [-0.24552, -1.28435, -2.12469], [1.16326, -1.45153, -1.96160], [1.84052, -0.24023, -2.26990], [1.14166, 0.88787, -0.42619], [-0.19693, 2.85408, -0.43111], [0.93374, 1.71757, -3.13605], [-1.46777, 0.45905, -2.79876], [-1.01623, -2.05058, -2.03730], [2.90940, -0.09312, -2.44963], [1.63657, -2.43537, -1.85405], [-1.28160, 3.03354, 0.48745], [-0.77509, 3.40164, -1.62544], [0.66990, 3.92970, -0.01486], [1.08906, -0.71027, 2.60533], [-0.07079, -0.34740, 1.23368], [-0.91325, -1.97830, 1.08323], [-1.37964, 0.56439, 2.10372], [1.80430, -1.48111, 2.30838], [0.49771, -1.07123, 3.44789], [1.64348, 0.18471, 2.90463], [-1.44261, -2.14687, 2.04467], [-1.65329, -1.99646, 0.25461], [-0.17643, -2.76935, 0.91603], [-1.82209, -0.14372, 2.82065], [-0.98589, 1.42227, 2.63272], [-2.17473, 0.90253, 1.41496]], "atomic_forces_ev_per_a": [[1.21, -1.35, -0.33], [0.66, -0.59, -0.11], [0.65, 1.29, -0.07], [-0.36, -0.18, -0.10], [-1.37, 1.51, -1.28], [0.25, -1.62, -0.81], [0.67, -0.27, 0.73], [-0.17, -0.32, 0.06], [0.39, 0.00, 0.35], [0.32, 0.21, 0.14], [-0.48, -0.16, 0.13], [-0.10, 0.56, 0.33], [-0.06, 0.65, -0.32], [-0.15, 0.19, 0.26], [-0.81, -0.03, -0.25], [-0.30, -0.17, 0.46], [0.26, 0.73, -0.40], [-0.57, -0.06, 0.19], [-0.97, -0.68, 0.50], [-0.09, 0.09, -0.07], [0.10, -0.14, 0.36], [-0.16, -0.11, -0.20], [0.24, -0.20, -0.49], [0.54, 0.13, 0.53], [-0.11, 0.12, -0.03], [-0.22, 0.38, 0.18], [0.17, 0.19, 0.02], [0.46, -0.18, 0.17]], "lowdin_spin": [0.0081, -0.0053, 0.0139, 0.0024, 0.0494, 1.4972, 0.1337, 0.0029, -0.0005, 0.0010, 0.0232, 0.0006, 0.0018, 0.0175, 0.0372, 0.0568, 0.0752, 0.0057, 0.0171, 0.0091, 0.0038, 0.0365, 0.0008, -0.0001, 0.0009, 0.0001, 0.0102, 0.0008], "charge": -1, "total_energy_ha": -1847.032287, "homo_lumo_gap_ev": [3.624, 4.674], "spin_multiplicity": 3}

=====

(5)
{"formula": "C8H18Br4HgN", "method": "wB97M-V/def2-TZVPD", "symbols": ["Hg", "C", "C", "C", "N", "C", "C", "C", "C", "C", "H", "H", "H", "H", "H", "H", "H", "H", "H", "H", "H", "H", "H", "H", "H", "H", "H", "H", "Br", "Br", "Br", "Br"], "positions_angstrom": [[-3.78388, -3.63049, 2.84582], [-1.95071, -0.56653, 1.32093], [-0.70176, -0.66845, 0.34454], [-0.41578, 0.72893, -0.26771], [0.80950, 0.78641, -1.21063], [0.64793, 0.34621, -2.67523], [1.22978, 2.31250, -1.31424], [2.70360, 2.36584, -0.83201], [3.24415, 0.99184, -0.72933], [2.00615, 0.09485, -0.56971], [-2.82944, -0.03636, 0.95371], [-1.68382, -0.04451, 2.23981], [-2.14241, -1.60997, 1.57113], [-0.97320, -1.21691, -0.55747], [0.12670, -1.23370, 0.77146], [-0.22414, 1.52071, 0.45649], [-1.26018, 1.11673, -0.83752], [1.59682, 0.54332, -3.17407], [-0.14990, 1.05290, -2.90361], [0.29369, -0.68454, -2.66177], [1.08798, 2.64060, -2.34397], [0.49726, 2.90195, -0.76281], [3.23145, 3.13426, -1.39682], [2.72805, 2.77223, 0.17910], [3.77572, 0.67437, -1.62640], [3.88118, 0.83057, 0.14032], [2.08694, -0.86298, -1.08363], [1.78424, -0.04762, 0.48791], [-5.44438, -1.52568, 1.96736], [-1.39744, -5.22941, 3.08432], [-3.02151, -2.07615, 5.11571], [-5.75260, -5.38091, 3.46831]], "atomic_forces_ev_per_a": [[-0.19, 0.07, 1.25], [1.70, -0.40, -0.36], [-1.67, 1.39, -0.96], [0.82, -0.55, 0.00], [1.29, 1.57, 0.35], [-1.21, 0.51, 2.44], [0.33, -1.04, 0.13], [-1.40, 1.91, 0.84], [-0.24, -1.61, -0.79], [-0.27, 0.24, -0.03], [0.07, -0.45, -0.47], [0.23, -0.18, 0.11], [-0.57, 0.32, 0.19], [-0.35, -0.60, 0.15], [0.00, 0.55, 0.30], [0.25, -0.32, 0.36], [-0.12, -0.37, -0.17], [-0.08, -0.10, -0.23], [-0.03, -0.39, -1.25], [0.18, 0.02, -0.33], [0.34, -0.29, -0.21], [0.31, -0.09, 0.39], [0.39, -0.41, -0.50], [-0.33, 0.12, 0.21], [0.16, 0.13, -0.13], [0.13, 0.16, -0.07], [0.17, -0.14, 0.27], [-0.05, -0.02, -0.17], [0.53, -0.51, -0.19], [-0.65, 0.55, -0.48], [-0.01, -0.18, -0.43], [0.30, 0.13, -0.23]], "lowdin_spin": [0.0001, 0.0012, 0.0053, 0.0191, 0.0002, 0.1837, 0.1337, 0.0981, 0.0890, 0.0334, 0.0003, 0.0005, 0.0001, 0.0026, 0.0005, 0.0056, 0.0111, 0.0942, 0.0403, 0.0142, 0.0862, 0.0206, 0.0568, 0.0090, 0.0589, 0.0103, 0.0203, 0.0026, 0.0012, 0.0007, 0.0002, 0.0000], "charge": -2, "total_energy_ha": -10819.890751, "homo_lumo_gap_ev": [3.312, 6.495], "spin_multiplicity": 2}

=====

(6)
{"formula": "C8H18Cl12N2O4", "method": "wB97M-V/def2-TZVPD", "symbols": ["C", "N", "O", "O", "H", "H", "H", "C", "N", "O", "O", "H", "H", "H", "Cl", "C", "Cl", "H", "H", "Cl", "C", "Cl", "H", "H", "Cl", "C", "Cl", "H", "H", "Cl", "C", "Cl", "H", "H", "Cl", "C", "Cl", "H", "H", "Cl", "C", "Cl", "H", "H"], "positions_angstrom": [[-2.80251, -1.09036, 3.46512], [-1.42173, -1.40034, 3.01655], [-1.29274, -2.18936, 2.08777], [-0.50337, -0.80989, 3.57226], [-2.71505, -0.76860, 4.49518], [-3.37322, -1.99612, 3.37031], [-3.16548, -0.28440, 2.84434], [1.55772, -2.88788, -3.56403], [3.00727, -3.14234, -3.29890], [3.35112, -3.02810, -2.15683], [3.71602, -3.50943, -4.21035], [1.41871, -2.87238, -4.63305], [1.30760, -1.93301, -3.13013], [1.01340, -3.70621, -3.10899], [5.61281, -0.41672, 1.65079], [4.25688, -1.39021, 1.18160], [2.84912, -1.06016, 2.18699], [3.99207, -1.17555, 0.16175], [4.50571, -2.43580, 1.28257], [-0.58232, -1.09053, -1.19624], [-0.03255, -0.13435, 0.19996], [-1.28265, 1.03467, 0.62762], [0.13152, -0.80920, 1.01925], [0.84582, 0.42074, -0.07707], [-4.20441, -2.45160, -0.17331], [-4.31743, -0.76034, -0.55789], [-5.06641, 0.16206, 0.77385], [-3.33111, -0.36130, -0.71195], [-4.93719, -0.66220, -1.42777], [0.60708, 3.90121, 4.48054], [0.39105, 2.59937, 3.33403], [1.71054, 2.52589, 2.14294], [0.36361, 1.66435, 3.86498], [-0.52149, 2.78502, 2.79874], [-3.86017, 1.78804, -3.10848], [-2.56464, 2.80765, -2.48505], [-2.97962, 4.52382, -2.53731], [-2.37846, 2.53336, -1.45926], [-1.67066, 2.67314, -3.07362], [1.11721, 2.10382, -2.43942], [2.49360, 2.73236, -1.49131], [3.64009, 1.47598, -1.03198], [3.00442, 3.46053, -2.09801], [2.10983, 3.17437, -0.58620]], "atomic_forces_ev_per_a": [[0.50, -0.07, 0.52], [0.44, -0.06, -0.44], [0.01, 0.58, 0.79], [-0.40, -0.38, -0.46], [-0.10, 0.05, 0.08], [-0.34, -0.15, -0.19], [-0.14, 0.04, -0.25], [0.35, 0.00, -0.50], [-0.59, -0.43, -0.70], [0.52, 0.28, 1.21], [-0.04, 0.13, -0.18], [-0.04, -0.07, -0.23], [-0.09, 0.09, 0.27], [-0.08, 0.03, 0.15], [0.66, 0.40, 0.12], [-0.39, -0.39, -0.11], [-0.35, -0.03, 0.17], [-0.05, 0.09, -0.31], [0.08, -0.13, 0.07], [0.13, 0.01, 0.07], [-0.21, -0.09, -0.54], [-0.26, 0.18, 0.29], [0.08, -0.12, 0.23], [0.28, 0.04, -0.08], [0.13, -0.64, 0.16], [-0.20, 0.29, 0.32], [0.02, 0.07, -0.15], [0.25, 0.09, -0.09], [-0.21, 0.21, -0.27], [0.11, 0.30, 0.31], [0.18, 0.06, -0.26], [-0.01, -0.05, 0.06], [0.02, -0.28, 0.07], [-0.25, -0.06, -0.19], [-0.04, -0.11, -0.09], [0.07, 0.21, 0.10], [-0.04, 0.06, 0.02], [-0.01, -0.04, 0.17], [0.03, -0.13, -0.20], [0.21, 0.00, 0.17], [-0.16, -0.10, -0.09], [-0.01, -0.09, -0.02], [0.11, 0.11, -0.15], [-0.17, 0.08, 0.13]], "mulliken_charge": [-0.6421, 0.8369, -0.4873, -0.4708, 0.2927, 0.2835, 0.1800, -0.4996, 0.8756, -0.5231, -0.5386, 0.3093, 0.0844, 0.2882, -0.1535, -0.0789, -0.0830, -0.0237, 0.3436, -0.1910, 0.7191, -0.1389, -0.0595, -0.2917, -0.1486, 0.2813, -0.1774, -0.3097, 0.3189, -0.1752, -0.0222, -0.1158, 0.1788, 0.1235, -0.1655, 0.4185, -0.1719, -0.1590, 0.0738, -0.1316, -0.2415, -0.0924, 0.3802, 0.1042], "e_above_lowest_kj_mol": 0.00, "total_energy_ha": -6248.201199, "smiles": "C[N+](=O)[O-].C[N+](=O)[O-].ClCCl.ClCCl.ClCCl.ClCCl.ClCCl.ClCCl", "homo_lumo_gap_ev": 10.575, "spin_multiplicity": 1}